{"formula": "C53H57F2N5O6P2PbS2", "method": "ωB97M-V with the def2-TZVPD basis set", "species": ["Pb", "C", "C", "O", "C", "C", "C", "N", "N", "C", "O", "C", "C", "C", "C", "C", "C", "H", "H", "H", "H", "H", "H", "H", "H", "H", "H", "H", "H", "C", "P", "C", "C", "C", "C", "C", "C", "C", "P", "C", "C", "H", "H", "H", "H", "H", "H", "H", "H", "H", "H", "H", "H", "H", "H", "H", "H", "C", "C", "C", "C", "C", "C", "C", "F", "C", "C", "C", "O", "C", "C", "N", "C", "C", "O", "O", "H", "H", "H", "H", "H", "H", "H", "H", "H", "H", "H", "C", "S", "O", "C", "C", "C", "C", "C", "C", "H", "H", "H", "H", "H", "H", "H", "H", "C", "N", "C", "C", "N", "C", "S", "H", "H", "H", "H", "H", "H", "F", "C", "C", "C", "C", "C", "C", "H", "H", "H", "H"], "coordinates": [[1.719, -0.095, 0.527], [5.039, -0.714, 4.221], [4.168, -1.107, 3.062], [3.544, -0.109, 2.446], [4.042, -2.392, 2.680], [3.493, -2.923, 1.453], [3.640, -4.414, 1.263], [3.022, -2.202, 0.486], [2.850, -2.900, -0.681], [2.357, -2.236, -1.692], [2.017, -1.011, -1.752], [2.273, -3.084, -2.925], [2.525, -2.540, -4.179], [2.534, -3.351, -5.305], [2.260, -4.705, -5.190], [1.971, -5.246, -3.942], [1.975, -4.441, -2.815], [4.496, -0.036, 4.879], [5.924, -0.186, 3.855], [5.359, -1.583, 4.791], [4.488, -3.132, 3.333], [3.682, -4.927, 2.224], [4.551, -4.627, 0.699], [2.798, -4.778, 0.679], [2.735, -1.482, -4.256], [2.756, -2.925, -6.278], [2.271, -5.342, -6.068], [1.737, -6.300, -3.851], [1.739, -4.839, -1.839], [1.941, 2.651, 4.142], [0.871, 1.245, 3.521], [1.483, 0.171, 5.145], [-0.738, 1.583, 4.379], [-1.094, 2.854, 4.824], [-2.353, 3.105, 5.342], [-3.279, 2.080, 5.450], [-2.939, 0.804, 5.033], [-1.686, 0.544, 4.484], [-1.219, -1.093, 3.786], [-2.129, -2.184, 5.015], [-2.494, -1.133, 2.449], [1.605, 3.617, 3.773], [2.958, 2.482, 3.791], [1.954, 2.668, 5.233], [0.884, 0.341, 6.048], [2.520, 0.418, 5.388], [1.448, -0.896, 4.913], [-0.392, 3.674, 4.733], [-2.629, 4.111, 5.641], [-4.272, 2.281, 5.839], [-3.674, 0.010, 5.121], [-3.209, -2.217, 4.855], [-1.926, -1.836, 6.029], [-1.729, -3.194, 4.915], [-3.466, -0.761, 2.786], [-2.582, -2.155, 2.081], [-2.116, -0.521, 1.633], [-4.829, -4.746, -1.124], [-5.048, -3.441, -1.884], [-6.454, -2.914, -1.604], [-6.715, -1.702, -2.481], [-5.622, -0.687, -2.266], [-5.866, 0.640, -2.547], [-4.863, 1.577, -2.352], [-5.148, 2.870, -2.644], [-3.636, 1.224, -1.869], [-3.359, -0.116, -1.584], [-1.998, -0.465, -1.110], [-1.166, 0.443, -1.020], [-1.807, -1.881, -0.847], [-2.824, -2.737, -1.109], [-4.072, -2.409, -1.532], [-4.356, -1.082, -1.795], [-0.584, -2.633, -0.207], [-0.551, -3.844, -0.476], [0.137, -2.035, 0.640], [-5.668, -5.414, -1.324], [-4.783, -4.554, -0.051], [-3.920, -5.256, -1.434], [-4.963, -3.639, -2.962], [-6.520, -2.632, -0.550], [-7.187, -3.699, -1.798], [-7.685, -1.257, -2.253], [-6.728, -2.007, -3.532], [-6.832, 0.955, -2.921], [-2.860, 1.959, -1.724], [-2.611, -3.784, -0.962], [-0.640, 2.735, -3.048], [-0.493, 0.942, -3.427], [-1.823, 0.564, -3.986], [0.500, 1.281, -4.926], [1.850, 1.586, -4.817], [2.589, 1.820, -5.967], [1.984, 1.745, -7.216], [0.641, 1.410, -7.318], [-0.099, 1.170, -6.168], [-1.431, 3.153, -3.669], [0.314, 3.223, -3.227], [-0.886, 2.803, -1.991], [2.313, 1.625, -3.841], [3.641, 2.063, -5.889], [2.562, 1.933, -8.114], [0.172, 1.337, -8.292], [-1.146, 0.894, -6.201], [4.433, 4.843, -0.406], [4.707, 3.994, 0.722], [5.381, 4.346, 1.874], [5.424, 3.228, 2.641], [4.808, 2.191, 1.992], [4.374, 2.666, 0.827], [3.592, 1.835, -0.452], [5.302, 4.905, -1.067], [4.163, 5.844, -0.069], [3.610, 4.398, -0.964], [5.763, 5.341, 2.026], [5.850, 3.092, 3.621], [4.076, 0.766, 2.423], [-1.671, 5.329, -0.619], [-1.087, 4.408, 0.210], [0.259, 4.515, 0.482], [0.827, 3.629, 1.393], [0.088, 2.632, 2.039], [-1.247, 2.518, 1.639], [-1.856, 3.402, 0.757], [0.845, 5.292, 0.004], [1.888, 3.735, 1.602], [-1.857, 1.729, 2.066], [-2.907, 3.323, 0.504]], "forces_ev_per_angstrom": [[-0.77, -0.36, -0.12], [-0.12, 0.13, -0.01], [0.32, -0.30, 0.31], [0.32, 0.32, -0.32], [-0.15, 0.29, 0.26], [-0.12, -0.18, -0.54], [-0.09, 0.11, 0.02], [0.25, 0.22, 0.29], [-0.01, -0.54, -0.13], [0.18, 0.21, 0.18], [-0.09, 0.19, 0.21], [-0.07, -0.03, -0.09], [0.01, 0.03, 0.10], [-0.01, -0.01, -0.09], [0.02, -0.05, -0.04], [-0.03, 0.00, -0.04], [0.02, 0.02, -0.06], [0.00, 0.02, 0.04], [0.01, 0.02, -0.03], [0.02, -0.05, -0.03], [0.04, 0.04, 0.01], [0.07, 0.06, 0.06], [-0.01, -0.07, -0.04], [0.03, -0.07, 0.01], [-0.02, 0.06, 0.01], [-0.02, 0.03, 0.01], [-0.02, 0.02, -0.01], [-0.01, 0.00, 0.01], [-0.02, 0.01, 0.05], [-0.06, -0.14, -0.09], [0.12, 0.41, 0.55], [-0.01, -0.14, -0.02], [-0.35, -0.42, -0.08], [0.03, 0.03, 0.10], [0.02, 0.10, 0.04], [-0.18, -0.03, 0.05], [0.02, 0.03, 0.00], [0.47, 0.36, 0.07], [-0.62, -0.27, 0.26], [0.26, 0.04, -0.16], [0.26, -0.05, 0.00], [0.06, 0.03, 0.00], [0.07, 0.03, 0.03], [-0.05, -0.04, 0.02], [0.01, 0.06, 0.03], [0.03, 0.07, -0.04], [-0.01, -0.07, -0.02], [0.03, -0.02, -0.08], [0.05, 0.00, 0.03], [0.01, -0.02, 0.03], [0.01, -0.02, -0.06], [-0.02, 0.05, 0.01], [0.03, -0.02, 0.01], [-0.07, -0.06, 0.01], [0.03, -0.03, 0.00], [-0.02, -0.06, -0.07], [-0.08, 0.04, -0.12], [0.12, 0.11, -0.14], [-0.28, -0.33, 0.13], [0.08, 0.11, -0.23], [0.11, -0.03, 0.14], [-0.21, 0.09, -0.18], [0.14, -0.07, 0.04], [-0.01, -0.18, 0.16], [0.09, 0.10, -0.01], [-0.10, 0.14, 0.03], [-0.39, -0.07, -0.10], [-0.04, -0.09, 0.10], [0.01, -0.56, 0.60], [0.62, 0.02, 0.28], [-0.19, 0.06, -0.10], [0.12, -0.15, 0.03], [0.05, 0.51, 0.04], [-0.43, -0.04, 0.36], [0.27, -0.01, -0.11], [-0.42, 0.32, -0.56], [-0.03, 0.02, -0.02], [0.04, -0.04, 0.03], [0.03, -0.04, 0.08], [-0.03, -0.02, 0.03], [-0.01, -0.05, 0.04], [0.05, -0.04, 0.01], [0.00, 0.02, -0.05], [-0.07, -0.03, 0.01], [-0.03, 0.02, 0.01], [0.00, 0.01, 0.08], [0.00, 0.03, 0.03], [0.21, -0.50, 0.47], [0.56, 1.06, -1.30], [-0.17, -0.30, 0.10], [0.04, -0.22, 0.08], [-0.07, -0.06, -0.03], [0.06, 0.08, 0.02], [-0.03, -0.05, -0.09], [0.08, 0.05, 0.04], [-0.18, -0.03, 0.07], [0.02, -0.12, -0.12], [0.03, 0.04, 0.02], [-0.05, 0.08, 0.05], [0.12, 0.00, 0.13], [0.01, -0.01, 0.02], [0.03, -0.01, 0.03], [-0.01, -0.01, 0.01], [-0.01, 0.01, -0.03], [0.04, 0.02, -0.12], [0.03, -0.21, 0.39], [0.08, 0.13, -0.01], [0.05, 0.01, 0.04], [-0.22, -0.19, 0.06], [0.06, 0.21, -0.34], [0.35, 0.02, -0.42], [-0.03, 0.02, -0.01], [-0.01, -0.03, 0.04], [-0.01, 0.07, 0.02], [-0.02, 0.03, 0.04], [0.02, 0.08, 0.04], [-0.02, -0.16, 0.00], [-0.03, -0.04, -0.10], [0.09, -0.02, 0.12], [0.03, 0.16, -0.12], [-0.16, -0.17, 0.00], [-0.10, 0.13, -0.13], [0.22, 0.16, -0.06], [-0.10, 0.01, -0.13], [-0.01, 0.02, -0.03], [0.04, 0.03, 0.02], [-0.12, -0.02, 0.01], [-0.03, 0.02, -0.03]], "lowdin_charge": [1.309, -0.024, -0.387, -0.151, -0.016, -0.310, -0.048, -0.045, 0.043, -0.508, -0.198, -0.129, -0.026, -0.106, -0.127, -0.101, -0.028, 0.061, 0.083, 0.074, 0.095, 0.064, 0.080, 0.065, 0.105, 0.090, 0.084, 0.089, 0.100, -0.272, 0.797, -0.318, -0.399, -0.098, -0.105, -0.118, -0.123, -0.406, 0.948, -0.308, -0.285, 0.015, 0.008, 0.032, 0.002, -0.028, -0.023, 0.096, 0.089, 0.085, 0.085, 0.016, 0.026, 0.015, 0.036, 0.035, 0.013, -0.050, -0.316, -0.157, -0.147, -0.145, 0.031, -0.254, 0.043, 0.052, -0.043, -0.333, -0.084, -0.004, 0.009, 0.016, -0.078, -0.619, -0.025, -0.194, 0.076, 0.096, 0.079, 0.156, 0.133, 0.112, 0.112, 0.121, 0.121, 0.104, 0.114, -0.183, 0.976, -0.502, -0.362, -0.087, -0.091, -0.113, -0.097, -0.080, 0.068, 0.052, 0.020, 0.110, 0.099, 0.090, 0.093, 0.098, -0.075, -0.156, -0.103, -0.171, 0.005, -0.813, 0.495, 0.083, 0.083, 0.038, 0.095, 0.090, 0.056, 0.001, -0.319, -0.042, -0.136, -0.309, -0.115, -0.039, 0.100, 0.074, 0.085, 0.106], "max_force_ha_per_bohr": 0.03441, "homo_energy_ha": -0.0321, "charge": -2, "homo_lumo_gap_ev": 4.6, "multiplicity": 1}